Formula: C53H45AlNOP2SSbSe4
Source: the OMol25 dataset
Level of theory: ωB97M-V/def2-TZVPD

Results
Highest occupied orbital energy (spin up / spin down) (eV): -11.540 / -11.541
ΔE to the lowest compared entry with this formula, charge and spin (kcal per mole): 10.5
Net charge: +2
E_LUMO (spin up / spin down) (eV): -6.8 / -6.8
HOMO-LUMO gap (spin up / spin down) (eV): 4.73 / 4.71

Element x y z (Å)
Al  1.45124  -1.12098  -1.26861
O  1.22798  -0.40351  0.31486
S  -0.23634  0.33428  0.34569
C  -1.26689  -0.69437  1.42582
C  -2.17172  0.05308  2.16559
C  -2.77994  -0.44434  3.36338
C  -2.42054  -1.73710  3.69694
C  -2.82630  -2.63876  4.91744
C  -2.65008  -4.10030  4.42131
C  -1.83004  -3.92190  3.18474
C  -1.47472  -4.88166  2.28294
C  -1.00003  -4.47192  1.01647
C  -0.67485  -3.11688  0.68842
P  0.01557  -3.04391  -1.01600
C  -1.41802  -3.24941  -2.20045
C  -2.43758  -2.40301  -1.85260
C  -3.61940  -2.35858  -2.61695
C  -3.83802  -3.18725  -3.69044
C  -2.81908  -4.11554  -3.99792
C  -1.59409  -4.07491  -3.34853
C  1.14848  -4.43373  -1.39080
C  1.73518  -5.22920  -0.40449
C  2.72077  -6.17501  -0.75490
C  3.28484  -6.16463  -1.95713
C  2.65714  -5.45385  -2.94623
C  1.60561  -4.57145  -2.71709
C  -1.18327  -2.12226  1.59342
C  -1.75634  -2.57767  2.80834
C  0.32716  1.54337  1.59087
C  1.16315  0.92201  2.58896
C  1.35800  1.51511  3.82350
C  0.92773  2.84886  3.98828
C  0.89869  3.72963  5.14952
C  0.32771  5.12166  4.68945
C  -0.00341  4.83057  3.23419
C  -0.82713  5.55369  2.41703
C  -1.01374  5.12318  1.09737
C  -0.67891  3.80997  0.71350
P  -1.06992  3.37413  -1.04761
C  -2.82058  3.61325  -1.19473
C  -3.40595  3.18318  -2.41312
C  -4.75726  3.28335  -2.64450
C  -5.60723  3.63408  -1.60315
C  -5.06401  3.89908  -0.35554
C  -3.69682  3.89656  -0.16730
C  -0.47049  4.82998  -1.91571
C  0.77174  5.31787  -1.44712
C  1.25784  6.50487  -1.89871
C  0.55913  7.20901  -2.86602
C  -0.61178  6.70134  -3.42635
C  -1.16605  5.53534  -2.92995
C  0.01960  2.89650  1.64119
C  0.40591  3.51803  2.90543
H  -2.38915  1.05718  1.85702
H  -3.43185  0.18425  3.91779
H  -2.14295  -2.42465  5.70851
H  -3.85124  -2.36665  5.36029
H  -2.18978  -4.66852  5.22353
H  -3.61083  -4.50274  4.15042
H  -1.59443  -5.94021  2.52879
H  -0.76347  -5.25255  0.30372
H  -2.49336  -1.80074  -0.92938
H  -4.39199  -1.58401  -2.36405
H  -4.74039  -3.24386  -4.31147
H  -2.96130  -4.79041  -4.76943
H  -0.82646  -4.73513  -3.63934
H  1.40368  -5.16111  0.62952
H  3.01781  -6.86870  0.01254
H  4.12024  -6.86506  -2.17251
H  2.88766  -5.66880  -3.99293
H  1.17770  -4.01512  -3.53786
H  1.40326  -0.11691  2.38818
H  1.83661  1.02580  4.66402
H  0.16097  3.30352  5.89308
H  1.89796  3.87197  5.58396
H  -0.58025  5.36695  5.25944
H  1.03804  5.94414  4.79999
H  -1.31893  6.37625  2.77751
H  -1.64305  5.70350  0.47034
H  -2.74653  2.88301  -3.19359
H  -5.18310  2.97913  -3.59007
H  -6.68878  3.78904  -1.68836
H  -5.67458  4.13496  0.51189
H  -3.28496  4.14360  0.80533
H  1.28623  4.68299  -0.68778
H  2.21779  6.91661  -1.52196
H  0.98275  8.18563  -3.24204
H  -1.19178  7.10106  -4.23972
H  -2.09620  5.13076  -3.28394
C  6.06462  -0.50570  0.17035
C  5.71393  -1.95054  -0.24165
C  5.36244  -2.82705  0.99232
C  6.73269  -2.69566  -1.11366
C  4.43127  -1.84927  -0.96962
N  3.25803  -1.69932  -1.08262
H  6.87865  -0.46815  0.90512
H  5.23298  -0.01778  0.61747
H  6.25027  0.12569  -0.72001
H  6.23592  -2.93458  1.63928
H  5.04378  -3.82002  0.60835
H  4.53650  -2.32557  1.58851
H  7.52454  -3.07027  -0.49644
H  7.26017  -2.15273  -1.92200
H  6.29808  -3.66093  -1.44241
Se  1.64783  1.38133  -6.84092
Sb  0.14180  0.26315  -5.19598
Se  0.33259  -2.12347  -5.73431
Se  -2.19722  0.91661  -5.63887
Se  0.94295  0.54931  -2.79703

Atoms 1-3, force components in eV/Å:
Al -0.2 -0.4 -1.2
O -1.6 -0.1 -0.4
S 1.3 0.7 1.1

Löwdin population analysis, charges in e, atoms 1 to 8: atom 1 (Al): -0.282, atom 2 (O): -0.500, atom 3 (S): 1.094, atom 4 (C): -0.310, atom 5 (C): -0.039, atom 6 (C): 0.041, atom 7 (C): -0.104, atom 8 (C): -0.075

=====

Formula: C48H52BNO16P3Si
Source: the OMol25 dataset
Level of theory: ωB97M-V/def2-TZVPD

Results
Highest occupied orbital energy (eV): -4.319
Net charge: -1
E_LUMO (eV): 0.2
HOMO-LUMO gap (eV): 4.49

Element x y z (Å)
C  -0.16524  3.39974  -0.21124
C  -0.33236  1.94795  0.54682
O  0.77788  1.26330  0.92839
O  -1.65172  1.29345  0.83468
C  -1.78733  0.14325  -0.07566
O  -1.39544  -1.05299  0.44692
C  -2.28689  0.37583  -1.61821
P  -4.16451  -0.02280  -1.91519
C  -4.46990  1.44501  -0.71335
C  -5.83655  2.29996  -0.99518
C  -5.98731  3.65717  -0.02838
O  -7.19968  4.27074  -0.04474
N  -4.87984  4.24808  0.81058
C  -5.05547  3.65875  2.21673
C  -3.78732  2.95901  3.02830
C  -3.89796  2.25678  4.51156
C  -5.35065  2.24322  5.27487
C  -6.63499  2.96459  4.55380
C  -6.50563  3.66621  3.04056
P  -4.17559  1.19894  -3.77616
C  -5.95277  1.21365  -4.54997
O  -3.69299  2.86602  -3.39356
Si  -3.50018  -1.61262  -3.32569
C  -4.98266  -2.55574  -4.16819
C  -2.39996  -2.96626  -2.50791
C  -2.46475  -0.90109  -4.83452
O  -5.89665  -0.23859  -2.25533
C  -6.55075  -1.28423  -1.44910
P  -8.15808  -0.92333  -0.49362
C  -9.33970  0.19961  -1.54837
O  -7.85702  0.03796  0.95883
C  -5.45087  -2.03083  -0.49251
O  -5.54693  -3.43734  -0.90869
O  -5.61657  -2.02537  0.97614
B  -6.05544  -3.33862  1.48982
O  -4.97629  -4.27556  1.95678
O  -7.48639  -3.77630  1.54823
O  -4.20013  -1.28050  -0.65983
H  0.91300  3.38970  -0.72264
H  -0.14114  4.29114  0.55639
H  -0.92838  3.54517  -1.09209
H  -1.57097  -0.31255  -2.28153
H  -2.00921  1.48744  -1.95487
H  -3.58772  2.21227  -0.64482
H  -4.59789  0.95971  0.36962
H  -5.95324  2.70871  -2.09312
H  -6.84273  1.69297  -0.78281
H  -4.95864  5.30703  0.86561
H  -2.74622  2.97377  2.49386
H  -2.91653  1.77319  4.94372
H  -5.47164  1.71907  6.32938
H  -7.69890  3.01414  5.07261
H  -7.45873  4.15853  2.56782
H  -6.18569  0.15669  -4.99218
H  -6.77172  1.64741  -3.83724
H  -5.88139  1.96177  -5.47797
H  -2.67569  2.89106  -3.49260
H  -5.19036  -3.59275  -3.61707
H  -4.60365  -2.86618  -5.25642
H  -5.94373  -1.90232  -4.30723
H  -2.23564  -2.84837  -1.35266
H  -1.31600  -2.88482  -2.99893
H  -2.82649  -4.02288  -2.79707
H  -1.79885  -1.82728  -5.18470
H  -3.12940  -0.62195  -5.75529
H  -1.69799  -0.07210  -4.50875
H  -6.89881  -2.15359  -2.18773
H  -10.32108  0.30089  -0.87736
H  -9.57384  -0.39693  -2.52788
H  -8.89476  1.26969  -1.71402
H  -7.65265  -0.55921  1.73699
H  -4.65487  -3.84048  -1.12237
H  -5.13624  -4.53317  2.92047
H  -7.85316  -3.64189  0.61916
C  9.30402  0.90822  -2.77185
C  8.71740  2.10758  -2.36884
C  7.39988  2.12034  -1.90813
C  6.66197  0.93131  -1.86158
C  7.24051  -0.26363  -2.28766
C  8.56872  -0.27733  -2.73307
C  6.45569  -1.51508  -2.28968
O  6.96426  -2.56584  -2.66046
C  5.04753  -1.48021  -1.84702
C  4.27474  -2.64769  -1.89851
C  2.94599  -2.62652  -1.46921
C  2.38938  -1.44518  -0.97982
C  3.15522  -0.27937  -0.93264
C  4.48418  -0.29506  -1.37643
C  5.27493  0.95140  -1.35597
O  4.78508  1.99115  -0.93034
H  10.33379  0.89669  -3.12223
H  9.28643  3.03364  -2.41107
H  6.95017  3.05954  -1.59024
H  9.03144  -1.20881  -3.05442
H  4.70266  -3.57494  -2.27626
H  2.34617  -3.53294  -1.51496
H  1.35655  -1.43011  -0.63857
H  2.71241  0.64034  -0.55389
C  6.42944  -3.43256  2.04005
C  6.58114  -2.44524  1.06681
C  7.30522  -1.28701  1.35402
C  7.86957  -1.10971  2.62310
C  7.69699  -2.08576  3.60375
C  6.98495  -3.25548  3.30801
C  8.24553  -1.88704  4.96084
O  8.09743  -2.74554  5.82182
C  8.96699  -0.63584  5.26756
C  9.44198  -0.40904  6.56594
C  10.13700  0.76572  6.86127
C  10.36731  1.71047  5.86163
C  9.89040  1.48969  4.56870
C  9.18027  0.31831  4.27383
C  8.64897  0.11048  2.91226
O  8.84693  0.94242  2.03427
H  5.87297  -4.33935  1.81338
H  6.13737  -2.57762  0.08258
H  7.42395  -0.52283  0.58765
H  6.85775  -4.02797  4.06439
H  9.26918  -1.14303  7.35143
H  10.50039  0.94219  7.87136
H  10.91496  2.62234  6.08964
H  10.06977  2.23400  3.79462

Atoms 1-3, force components in eV/Å:
C 0.7 -0.5 -0.4
C 5.2 -3.9 1.9
O -7.3 4.7 -2.6

Löwdin population analysis, charges in e, atoms 1 to 8: atom 1 (C): -0.012, atom 2 (C): -0.230, atom 3 (O): -0.025, atom 4 (O): -0.064, atom 5 (C): -0.258, atom 6 (O): -0.021, atom 7 (C): -0.240, atom 8 (P): 0.386

=====

Formula: C5H7NO2
Source: the OMol25 dataset
Level of theory: ωB97M-V/def2-TZVPD

Results
Highest occupied orbital energy (eV): -9.106
ΔE to the lowest compared entry with this formula, charge and spin (kcal per mole): 188.5
E_LUMO (eV): 0.1
HOMO-LUMO gap (eV): 9.18

Element x y z (Å)
C  1.23091  -0.04912  -0.19356
C  0.72330  1.34388  -0.05933
C  -1.63846  0.47728  0.33716
C  -0.83453  -0.63751  0.60384
C  -0.08542  -0.67360  -0.62707
H  1.23683  1.92200  0.78535
H  1.00330  1.93232  -1.12039
H  -1.11480  2.19010  -0.99389
H  -2.16161  -0.06005  -0.64527
H  -2.42003  0.69692  1.34384
H  -0.06147  -0.81557  1.52036
H  -0.84457  -0.29683  -1.32310
N  -0.70751  1.40864  -0.05991
O  2.33997  -0.45314  0.31170
O  -0.72245  -1.82123  -0.25092

Atoms 1-3, force components in eV/Å:
C 3.2 -1.7 2.0
C 1.8 3.5 -2.1
C -5.9 -0.6 1.4

natural (NBO) population analysis, charges in e, atoms 1 to 8: atom 1 (C): 0.527, atom 2 (C): -0.314, atom 3 (C): -0.231, atom 4 (C): 0.016, atom 5 (C): -0.052, atom 6 (H): 0.227, atom 7 (H): 0.234, atom 8 (H): 0.381

=====

Formula: C8H12BrNO2S
Source: the OMol25 dataset
Level of theory: ωB97M-V/def2-TZVPD

Results
Highest occupied orbital energy (spin up / spin down) (eV): -8.145 / -7.830
ΔE to the lowest compared entry with this formula, charge and spin (kcal per mole): 61.2
E_LUMO (spin up / spin down) (eV): -0.9 / -0.4
HOMO-LUMO gap (spin up / spin down) (eV): 7.23 / 7.47

Element x y z (Å)
C  -2.24402  -2.10517  0.59275
C  -1.52185  -2.42839  -0.53527
C  -1.77809  -1.03418  1.42524
C  -0.13302  -1.81540  -0.82038
C  0.05844  -0.59765  0.09239
C  1.86445  2.84111  0.61149
C  -1.49893  0.68190  -1.51185
C  1.95582  1.45603  1.09311
N  -0.68068  -0.34822  1.12930
O  1.63255  0.76525  -1.57526
O  2.75674  -0.84595  -0.09990
S  1.69057  0.19103  -0.22462
Br  -2.91284  0.94827  -0.42437
H  -3.11127  -2.60877  0.75180
H  -1.86921  -3.28644  -1.09379
H  -2.20700  -0.54317  2.27810
H  0.71540  -2.42972  -0.40732
H  0.07915  -1.84830  -1.91907
H  0.93225  3.25010  1.00681
H  2.65408  3.57513  0.98606
H  1.71004  2.72945  -0.57052
H  -1.43385  -0.18234  -2.20540
H  -0.74369  1.37006  -1.75663
H  1.15785  1.01044  1.80568
H  2.92713  1.25493  1.37167

Atoms 1-3, force components in eV/Å:
C 3.3 1.3 -1.8
C 0.6 0.4 1.8
C 0.5 0.7 -0.4

natural (NBO) population analysis, charges in e, atoms 1 to 8: atom 1 (C): -0.269, atom 2 (C): -0.115, atom 3 (C): 0.020, atom 4 (C): -0.559, atom 5 (C): 0.042, atom 6 (C): -0.663, atom 7 (C): -0.517, atom 8 (C): -0.618